# 1
16
Properties=species:S:1:pos:R:3:forces:R:3:mulliken_charge:R:1 method="wB97M-V/def2-TZVPD" smiles=CC.CC energy_ha=-159.57523 relative_energy_kcal_mol=6.1 orbital_gap_ev=12.9 lumo_ev=1.16 multiplicity=1 e_homo_ev=-11.770
C -1.748766 -1.306512 -0.233603 -0.0792 -0.6236 -0.5169 -0.54
C -1.191416 -2.755487 -0.232636 0.2082 0.9286 0.2304 -0.83
H -2.091694 -1.061176 0.766636 0.0215 0.4437 -0.0445 0.28
H -1.031706 -0.592848 -0.632537 0.2044 0.0935 0.5074 -0.01
H -2.587792 -1.215125 -0.928028 -0.1385 -0.1346 0.2094 0.31
H -1.934679 -3.420913 -0.659506 0.2621 -0.3357 -0.0212 0.27
H -0.937474 -3.061474 0.782413 -0.2705 -0.1427 0.0271 0.25
H -0.235441 -2.787961 -0.754802 -0.2297 -0.2594 -0.3944 0.28
C 1.065976 1.391304 0.401186 0.8199 0.4565 -0.0874 -0.74
C 1.863799 2.680493 0.106770 -0.6860 -0.8683 -0.8304 -0.93
H 1.717942 0.524232 0.323725 0.0678 -0.1395 -0.0759 0.30
H 0.714328 1.404721 1.428890 -0.4942 -0.0133 -0.0599 0.30
H 0.275006 1.277732 -0.334438 -0.2705 -0.0747 0.2492 0.20
H 1.168744 3.503106 -0.059163 0.1657 0.2574 0.5232 0.29
H 2.361648 2.569540 -0.860576 0.2699 -0.0107 0.1800 0.28
H 2.591522 2.850370 0.885668 0.1491 0.4228 0.1040 0.30



# 2
16
Properties=species:S:1:pos:R:3:forces:R:3:mulliken_charge:R:1 method="wB97M-V/def2-TZVPD" smiles=CC.CC energy_ha=-159.54270 relative_energy_kcal_mol=26.5 orbital_gap_ev=12.0 lumo_ev=1.09 multiplicity=1 e_homo_ev=-10.894
C 0.673846 1.578990 -0.563261 0.0442 1.3687 -1.4352 -0.83
C 0.072804 2.377173 0.596813 -0.0993 1.6021 -0.2912 -0.86
H 0.051106 0.892414 -1.128861 -0.1523 -0.7134 1.1699 0.18
H 0.744556 2.233024 -1.469657 0.8749 0.2666 0.9496 0.32
H 1.649020 1.175359 -0.291744 -0.1567 -0.1726 -0.4181 0.27
H 0.239771 3.454186 0.441315 0.0030 -0.0897 -0.5515 0.32
H -1.014778 2.348023 0.645958 0.0196 -0.5289 0.3997 0.28
H 0.565171 2.352074 1.572818 -0.3026 -1.1858 -0.0090 0.31
C -0.573204 -2.754828 0.228404 -0.5022 -0.5046 1.1297 -0.99
C -0.260439 -1.333526 -0.246057 1.3289 -0.5881 0.2491 -0.76
H 0.210558 -3.488242 -0.057129 -0.3114 0.6924 0.0772 0.26
H -0.619184 -2.766900 1.327689 0.1823 -0.0418 -0.1879 0.26
H -1.515411 -3.227954 -0.027857 -0.2687 0.2870 -0.6129 0.31
H 0.293987 -0.842100 0.554400 0.5058 -0.1844 -0.1085 0.25
H -0.921475 -0.517431 -0.489980 -1.3567 -0.8022 -0.1734 0.39
H 0.403667 -1.480258 -1.092844 0.1914 0.5947 -0.1874 0.28



# 3
16
Properties=species:S:1:pos:R:3:forces:R:3:mulliken_charge:R:1 method="wB97M-V/def2-TZVPD" smiles=CC.CC energy_ha=-159.56840 relative_energy_kcal_mol=10.4 orbital_gap_ev=12.6 lumo_ev=1.14 multiplicity=1 e_homo_ev=-11.484
C -0.353433 -1.013023 -1.442553 0.2768 -0.4532 -0.7188 -0.62
C -1.780337 -1.416825 -1.153255 -1.5148 0.3880 -0.8122 -1.00
H -0.147229 -0.881948 -2.511290 -0.4002 -0.0643 0.0031 0.34
H -0.056747 -0.065594 -1.014862 0.1326 -0.0514 0.5334 0.06
H 0.298557 -1.839166 -1.157520 0.2914 0.3260 0.3157 0.25
H -2.507559 -0.595526 -1.153196 0.4568 0.3577 0.6911 0.30
H -2.249126 -1.940592 -1.975903 0.4299 -0.7316 -0.4969 0.37
H -1.964649 -2.060875 -0.300193 0.3278 0.2253 0.3849 0.30
C 1.203325 1.891126 0.972454 -0.1936 0.0741 0.4690 -0.88
C 0.932327 0.522580 1.612344 0.1223 0.1298 0.7589 -0.67
H 0.225105 2.303158 0.713555 0.2092 0.1669 -0.2588 0.27
H 1.682295 2.654687 1.591904 0.1082 -0.3698 0.1800 0.34
H 1.808991 1.780443 0.084124 -0.0016 0.0526 -0.3733 0.26
H 0.803274 0.526895 2.702635 -0.3715 0.5276 -0.1896 0.31
H 1.725043 -0.222795 1.531571 0.0042 0.0905 -0.6965 0.27
H 0.004142 0.192013 1.155102 0.1228 -0.6683 0.2100 0.10



# 4
16
Properties=species:S:1:pos:R:3:forces:R:3:mulliken_charge:R:1 method="wB97M-V/def2-TZVPD" smiles=CC.CC energy_ha=-159.52955 relative_energy_kcal_mol=34.8 orbital_gap_ev=11.4 lumo_ev=1.12 multiplicity=1 e_homo_ev=-10.292
C -0.852030 -0.506302 1.803836 -1.7372 -0.3208 -4.4520 -0.61
C -0.176245 0.829811 1.964503 1.2095 -0.9818 2.0032 -0.92
H -0.945958 -0.620384 0.620207 -0.1773 -0.0874 2.7826 -0.02
H -0.451659 -1.470522 2.045621 0.9225 -0.0462 0.8585 0.34
H -1.902044 -0.507352 2.103756 0.1267 0.1596 0.3983 0.29
H -0.823332 1.596448 1.529880 0.3706 0.1771 0.5600 0.30
H 0.127938 0.907392 3.040424 -0.8711 0.8912 -0.5996 0.29
H 0.814076 0.830646 1.515881 -0.1136 0.1006 -0.4954 0.33
C 0.781897 -0.135832 -2.612382 -1.6055 -0.8959 1.4146 -1.08
C 0.285806 -0.191368 -1.144200 -0.8116 2.6390 0.5932 -0.64
H 0.912141 0.868582 -2.767021 1.1328 2.4177 -1.0700 0.31
H 1.646587 -0.760863 -2.790771 0.2064 0.1875 -0.0032 0.31
H -0.021707 -0.403871 -3.291179 -0.0339 -0.4307 -0.0715 0.28
H -0.812428 -0.094088 -0.983751 0.5533 -1.1181 -0.9853 0.33
H 0.470112 0.688821 -0.395282 0.8662 -1.1173 -2.0682 0.12
H 0.749702 -1.012666 -0.698300 -0.0379 -1.5745 1.1348 0.36



# 5
16
Properties=species:S:1:pos:R:3:forces:R:3:mulliken_charge:R:1 method="wB97M-V/def2-TZVPD" smiles=CC.CC energy_ha=-159.57636 relative_energy_kcal_mol=5.4 orbital_gap_ev=12.8 lumo_ev=1.10 multiplicity=1 e_homo_ev=-11.738
C 1.191789 -0.061491 1.877938 0.4923 -0.4792 -0.1055 -0.58
C 0.290171 -1.094050 2.558504 -0.4881 0.5428 0.1067 -0.85
H 0.839292 0.254571 0.900686 -0.3074 0.1637 0.0017 0.06
H 1.347607 0.797174 2.525343 -0.1245 0.2164 -0.1432 0.27
H 2.182287 -0.477055 1.673521 0.0122 -0.0311 0.2097 0.26
H 0.331946 -0.954913 3.636059 0.2657 -0.3124 0.1625 0.30
H 0.528327 -2.123190 2.306152 0.0531 -0.0339 -0.0154 0.28
H -0.766183 -0.921212 2.333220 0.0883 -0.0625 -0.2358 0.26
C -0.384457 -0.095346 -2.264670 -1.0752 0.4628 0.7965 -0.77
C -1.118007 1.268108 -2.184767 0.1960 -0.4339 -0.5579 -0.83
H -0.842317 -0.751372 -1.509606 0.3961 0.0373 -0.1138 0.21
H -0.578506 -0.565132 -3.218005 0.3100 -0.1342 -0.3016 0.33
H 0.669432 0.001705 -2.038808 0.2286 -0.1246 -0.2558 0.24
H -1.247475 1.719283 -3.162414 0.2683 0.0871 -0.3098 0.30
H -2.135985 1.103563 -1.853057 -0.1168 0.1866 0.4691 0.26
H -0.587924 1.999487 -1.579396 -0.1986 -0.0847 0.2926 0.26



# 6
16
Properties=species:S:1:pos:R:3:forces:R:3:mulliken_charge:R:1 method="wB97M-V/def2-TZVPD" smiles=CC.CC energy_ha=-159.48809 relative_energy_kcal_mol=60.8 orbital_gap_ev=12.0 lumo_ev=1.05 multiplicity=1 e_homo_ev=-10.946
C 0.942554 0.118144 2.929072 0.0150 0.1413 1.4817 -1.02
C 0.076494 0.868364 2.047601 -0.9888 2.4388 -6.5148 -0.82
H 1.105689 0.608412 3.848206 0.2003 1.0893 1.1483 0.34
H 0.345579 -0.650518 3.236390 -1.0153 -2.8901 0.9610 0.30
H 1.914492 -0.236234 2.679212 0.4852 -0.2027 -1.1788 0.34
H -0.930767 0.614088 1.532958 1.4557 -1.1867 1.5915 0.27
H 0.622964 1.107076 1.069194 -0.2535 -0.6762 0.7974 0.17
H -0.166803 1.890806 2.172934 0.0980 1.2789 1.6992 0.41
C -0.782044 -0.611237 -3.227912 1.5951 -3.1709 0.1706 -0.68
C -0.348416 -0.436917 -1.802318 7.0799 -1.0708 0.2339 -0.86
H 0.203933 -0.577929 -3.877662 -2.3000 -0.4632 0.9668 0.19
H -1.252782 -1.702721 -3.132490 0.6403 2.3768 -1.4533 0.20
H -1.451554 0.166717 -3.558278 -0.3605 -0.0562 -0.1005 0.28
H -0.954146 -0.137031 -1.100368 -4.2438 2.0565 3.1008 0.38
H 0.540819 0.304791 -1.703867 -1.4054 -0.8601 -0.3262 0.23
H 0.133989 -1.325814 -1.112674 -1.0024 1.1954 -2.5777 0.26